Computed, not measured: C19H25BN4O4 in the gas phase in a non-equilibrium geometry, with the ωB97M-V functional and the def2-TZVPD basis.

Each line ends with the natural charge from an NBO analysis.
Positions of all 53 atoms, in Å:
C: -0.186337 -3.459032 -2.594520  -0.6218
C: -0.389486 -3.385308 -1.083464  -0.2160
C: 0.203296 -4.621038 -0.407761  -0.5968
C: -1.871674 -3.265017 -0.708535  -0.3825
C: -2.560214 -1.988323 -1.235184  -0.3941
N: -1.851230 -0.810481 -0.767692  -0.6014
C: -1.160072 0.001695 -1.578631  0.6789
O: -1.030166 -0.171960 -2.774578  -0.6393
C: -0.521617 1.185143 -0.836112  -0.1472
C: 0.461467 1.951180 -1.741280  -0.4317
C: 1.107102 3.043351 -0.939824  0.0732
C: 0.464813 4.261780 -0.761808  -0.2346
C: 1.006653 5.229437 0.063738  -0.1962
C: 2.197010 4.989494 0.729027  -0.2219
C: 2.848873 3.781836 0.553127  -0.2019
C: 2.306751 2.816168 -0.276435  -0.2599
N: 0.152097 0.727129 0.357019  -0.6189
C: 0.082992 1.410530 1.519908  0.6525
O: -0.777601 2.224435 1.790706  -0.6066
C: 1.175738 1.048596 2.476230  0.0623
C: 1.280345 1.681080 3.714578  0.0389
N: 2.271864 1.413927 4.546969  -0.3708
C: 3.163442 0.516095 4.156188  0.0020
C: 3.064086 -0.120406 2.924056  -0.0043
N: 2.076971 0.148091 2.086874  -0.3988
B: -4.107632 -1.958298 -0.772081  1.1054
O: -4.419125 -1.251135 0.328041  -0.8875
O: -5.087280 -2.638176 -1.416132  -0.8911
H: -0.462349 -2.521916 -3.069775  0.2357
H: 0.859616 -3.653089 -2.821392  0.2081
H: -0.782492 -4.263230 -3.021772  0.1937
H: 0.134147 -2.500522 -0.705880  0.1938
H: 1.265414 -4.703063 -0.626623  0.2071
H: 0.079553 -4.569265 0.671902  0.2041
H: -0.289627 -5.522308 -0.766642  0.1991
H: -1.961656 -3.276001 0.380495  0.2018
H: -2.411893 -4.132748 -1.093795  0.1998
H: -2.471906 -1.968112 -2.326146  0.2413
H: -1.985377 -0.555805 0.198178  0.4143
H: -1.315066 1.863661 -0.498086  0.2490
H: -0.093801 2.350778 -2.589472  0.2354
H: 1.206821 1.250500 -2.122007  0.2168
H: -0.470790 4.448061 -1.268983  0.2101
H: 0.494519 6.170865 0.196777  0.2133
H: 2.615024 5.740660 1.382718  0.2131
H: 3.779112 3.587436 1.068294  0.2105
H: 2.822962 1.874756 -0.408252  0.2088
H: 0.966531 0.137294 0.241575  0.4230
H: 0.549547 2.414673 4.022530  0.2255
H: 3.970943 0.309024 4.844471  0.2029
H: 3.786678 -0.854472 2.594253  0.2024
H: -5.346472 -1.269047 0.569292  0.5006
H: -4.840507 -3.118924 -2.204084  0.5000

Atoms 1-3, force components in eV/Å:
0.0 0.2 0.2
-0.1 -0.3 0.0
0.0 0.3 0.0

Molecular weight ... 384.2 g mol⁻¹
E ... -34940.092 eV
ΔE to the lowest compared entry with this formula, charge and spin ... 2.2 kcal/mol
LUMO ... -0.0021 Ha
Orbital gap ... 8.97 eV
Structure (SMILES) ... CC(C)C[C@H](NC(=O)[C@H](Cc1ccccc1)NC(=O)c1cnccn1)B(O)O
Total charge ... 0